(1)
C4H8BrNS | ωB97M-V with the def2-TZVPD basis set

Summary:
Highest occupied orbital energy (spin up / spin down): -0.328 / -0.302 Eh
ΔE to the lowest compared entry with this formula, charge and spin: 37.4 kcal per mole
Orbital gap (spin up / spin down): 8.707 / 7.604 eV
Electronic energy: -86641.459 eV

Last column: natural (NBO) charge in e.
CARTESIAN COORDINATES (ANGSTROEM)
Br  2.80028  0.87825  -0.59349  0.151
S  -1.03838  -1.34244  0.75240  0.207
N  0.99578  0.88891  -0.09596  -0.448
C  0.83097  0.55741  1.21084  -0.321
C  -0.92005  -0.33383  -1.77411  -0.699
C  -0.16395  -1.08865  -0.77407  -0.173
C  -0.59864  0.25710  1.46397  -0.517
H  1.42724  -0.24810  1.69984  0.200
H  -0.37326  -0.22052  -2.80715  0.223
H  1.23696  1.48069  1.78775  0.227
H  -1.12597  0.64449  -1.42679  0.241
H  0.74502  -1.72954  -0.92455  0.227
H  -1.85812  -0.87142  -2.03623  0.230
H  -1.18678  1.06665  1.04398  0.219
H  -0.77111  0.06101  2.47357  0.234

(2)
C4H8CaO | ωB97M-V with the def2-TZVPD basis set

Summary:
Highest occupied orbital energy (spin up / spin down): -0.152 / -0.145 Eh
Orbital gap (spin up / spin down): 3.519 / 2.888 eV
Electronic energy: -24757.056 eV

Last column: natural (NBO) charge in e.
CARTESIAN COORDINATES (ANGSTROEM)
Ca  1.92364  -0.56316  -3.30080  0.140
O  0.34172  -0.37520  -1.88638  -1.061
C  -0.39012  -1.01594  -0.91363  -0.113
C  0.14302  1.23810  0.67189  -0.747
C  0.11099  -0.55033  0.41758  0.106
C  -0.58909  0.09960  1.48290  -0.390
H  0.30767  2.10914  1.30824  0.299
H  -1.67435  0.14962  1.37801  0.248
H  1.18355  -0.73257  0.55123  0.236
H  1.10351  1.24639  -0.17734  0.392
H  -1.45993  -0.73876  -0.98971  0.154
H  -0.37773  -2.12187  -0.77087  0.207
H  -0.20420  -0.01560  2.49536  0.248
H  -0.41866  1.27058  -0.26649  0.279

(3)
C4H8Cl2O2P | ωB97M-V with the def2-TZVPD basis set

Summary:
Highest occupied orbital energy: -0.122 Eh
Charge: -1
Orbital gap: 6.707 eV
Electronic energy: -42707.008 eV

Last column: natural (NBO) charge in e.
CARTESIAN COORDINATES (ANGSTROEM)
Cl  -1.03933  2.67600  0.64336  -0.234
Cl  1.23121  1.57067  -1.44700  -0.037
P  1.83885  -0.97508  -0.20622  1.377
O  1.24493  -1.95508  0.67338  -1.195
O  2.84621  -0.10053  0.79918  -1.068
C  -1.18932  -0.09973  -1.10498  -0.353
C  -1.63922  -1.29351  -0.21227  -0.638
C  0.52173  0.55102  -0.34752  -0.433
C  0.17211  1.22426  0.86724  -0.333
H  -0.88999  -1.95778  0.05672  0.254
H  -1.89853  -0.85367  0.61397  0.184
H  0.99472  1.73834  1.40265  0.225
H  -0.26052  0.63501  1.59123  0.215
H  -2.54769  -1.76352  -0.55526  0.177
H  -1.10003  -0.55147  -2.12371  0.187
H  3.56593  0.43924  0.41317  0.481
H  -1.85105  0.71582  -1.06394  0.190

(4)
C4H8Cl4 | ωB97M-V with the def2-TZVPD basis set

Summary:
Highest occupied orbital energy: -0.390 Eh
ΔE to the lowest compared entry with this formula, charge and spin: 17.5 kcal per mole
Orbital gap: 11.194 eV
Electronic energy: -54367.217 eV
SMILES: ClCCCl.ClCCCl

Last column: natural (NBO) charge in e.
CARTESIAN COORDINATES (ANGSTROEM)
Cl  -3.72404  -0.16834  1.53223  -0.044
Cl  3.88777  3.37370  -0.69622  -0.047
Cl  -0.73816  -1.86503  0.72242  -0.083
Cl  3.22342  2.01275  -3.72849  -0.045
C  2.91637  1.91825  -0.97378  -0.401
C  -3.44767  -1.93206  1.53043  -0.397
C  -1.96757  -2.29469  2.00509  -0.361
C  2.13238  2.03245  -2.36233  -0.401
H  -4.12408  -2.43201  2.22370  0.223
H  -1.74880  -1.74453  2.92027  0.217
H  1.48280  2.90656  -2.40802  0.225
H  1.60866  1.10465  -2.59253  0.225
H  -3.40532  -2.35572  0.52704  0.225
H  2.27628  1.79427  -0.10026  0.223
H  3.49149  0.99974  -0.85684  0.222
H  -1.86352  -3.34999  2.25728  0.219

(5)
C4H8ClN | ωB97M-V with the def2-TZVPD basis set

Summary:
Highest occupied orbital energy: -0.355 Eh
ΔE to the lowest compared entry with this formula, charge and spin: 23.7 kcal per mole
Orbital gap: 10.744 eV
Electronic energy: -18288.744 eV
SMILES: N[C@H]1C[C@@H]1CCl

Last column: natural (NBO) charge in e.
CARTESIAN COORDINATES (ANGSTROEM)
Cl  -2.72021  0.66822  -0.10174  -0.078
N  1.30819  1.60777  0.18036  -0.836
C  -1.62977  -0.71308  0.09160  -0.375
C  1.18394  -0.91576  -0.22081  -0.378
C  -0.23267  -0.43073  0.48856  -0.261
C  0.64165  0.39635  -0.39330  -0.084
H  1.90107  -1.01046  0.57320  0.226
H  -2.07213  -1.40176  0.77804  0.214
H  0.13742  0.47353  -1.38124  0.188
H  -0.17194  -0.16324  1.58752  0.219
H  0.60169  2.09188  0.77279  0.365
H  1.56248  2.30089  -0.58075  0.367
H  1.24282  -1.71403  -0.98634  0.224
H  -1.75255  -1.18956  -0.80790  0.208

(6)
C4H8ClN | ωB97M-V with the def2-TZVPD basis set

Summary:
Highest occupied orbital energy: -0.344 Eh
ΔE to the lowest compared entry with this formula, charge and spin: 12.4 kcal per mole
Orbital gap: 10.384 eV
Electronic energy: -18289.233 eV
SMILES: NCC/C=C/Cl

Last column: natural (NBO) charge in e.
CARTESIAN COORDINATES (ANGSTROEM)
Cl  3.09119  1.79603  0.26668  -0.027
N  -0.22799  -1.52405  0.72491  -0.816
C  0.62391  0.81026  -0.34811  -0.198
C  -1.03922  -0.87534  -0.33366  -0.217
C  -0.84634  0.59732  -0.32438  -0.449
C  1.42302  1.33346  0.60984  -0.203
H  1.00738  1.55361  1.58961  0.216
H  -0.37247  -2.51578  0.66219  0.352
H  1.07292  0.59605  -1.31557  0.200
H  -1.25745  1.00881  0.62988  0.210
H  -1.27532  1.15396  -1.10386  0.227
H  0.71424  -1.42867  0.38258  0.348
H  -2.07991  -1.25140  -0.14506  0.193
H  -0.83395  -1.25426  -1.29506  0.164

(7)
C4H8ClN2 | ωB97M-V with the def2-TZVPD basis set

Summary:
Highest occupied orbital energy (spin up / spin down): -0.492 / -0.492 Eh
ΔE to the lowest compared entry with this formula, charge and spin: 105.1 kcal per mole
Charge: +1
Orbital gap (spin up / spin down): 8.016 / 8.024 eV
Electronic energy: -19769.777 eV

Last column: natural (NBO) charge in e.
CARTESIAN COORDINATES (ANGSTROEM)
Cl  -2.13761  -1.89640  -2.97373  0.207
N  -0.92329  -0.61039  0.75139  -0.592
N  0.68649  0.25106  -0.47641  -0.581
C  -0.56309  -1.98960  -2.49402  -0.184
C  -0.23892  -0.58635  -0.35745  0.421
C  -0.41015  0.49525  1.60340  -0.265
C  0.75959  1.03567  0.83844  -0.280
H  0.58978  2.07443  0.53782  0.253
H  -0.28608  -2.63474  -1.77480  0.208
H  -0.26835  0.13293  2.66689  0.236
H  1.62223  0.55512  1.33836  0.243
H  1.46621  0.39949  -1.14091  0.450
H  -1.87376  -0.88778  0.86473  0.436
H  -1.29801  1.20034  1.81088  0.220
H  0.21490  -1.54919  -3.12465  0.228

(8)
C4H8ClN2O4S | ωB97M-V with the def2-TZVPD basis set

Summary:
Highest occupied orbital energy (spin up / spin down): -0.145 / -0.144 Eh
ΔE to the lowest compared entry with this formula, charge and spin: 67.5 kcal per mole
Charge: -1
Orbital gap (spin up / spin down): 7.205 / 7.203 eV
Electronic energy: -38803.830 eV

Last column: natural (NBO) charge in e.
CARTESIAN COORDINATES (ANGSTROEM)
Cl  1.69245  0.44875  -2.37114  -0.111
S  0.47967  2.06562  -0.40889  2.225
O  0.23724  -1.86615  1.43507  -0.727
O  1.64745  2.90697  -0.47274  -0.948
O  -0.76717  2.36578  -1.08653  -0.960
O  -1.29416  -0.25987  1.76416  -0.768
N  2.02127  -0.09563  0.27285  -0.880
N  0.03544  1.99342  1.18228  -1.110
C  -1.11476  -0.92350  -1.22979  -0.219
C  1.02112  0.26479  -0.70831  -0.209
C  -0.75087  -1.20754  1.19125  0.867
C  -1.53515  -1.86940  -0.22810  -0.648
H  -2.61754  -1.73645  0.06898  0.242
H  -0.78507  1.40204  1.36974  0.438
H  -0.49736  -1.08631  -2.02188  0.186
H  0.64077  1.59205  1.83933  0.380
H  2.47476  -0.92078  -0.06604  0.376
H  1.54390  -0.22007  1.14919  0.398
H  -1.43036  0.10651  -1.40325  0.233
H  -1.00164  -2.96025  -0.27618  0.235

(9)
C4H8ClN2S | ωB97M-V with the def2-TZVPD basis set

Summary:
Highest occupied orbital energy: -0.480 Eh
ΔE to the lowest compared entry with this formula, charge and spin: 11.0 kcal per mole
Charge: +1
Orbital gap: 9.564 eV
Electronic energy: -30606.720 eV

Last column: natural (NBO) charge in e.
CARTESIAN COORDINATES (ANGSTROEM)
Cl  -0.45852  2.05464  -1.03063  0.014
S  0.21329  -0.94408  -1.48678  0.250
N  1.39280  0.70534  0.17086  -0.477
N  -2.46952  0.47695  0.58325  -0.730
C  0.16068  0.48290  -0.38512  -0.013
C  -1.06004  0.11025  1.05157  -0.215
C  1.94465  -1.26951  -1.08602  -0.615
C  2.29547  -0.09455  -0.16396  0.192
H  -0.78856  0.69951  1.86722  0.218
H  -0.97754  -0.83433  1.34457  0.208
H  2.38107  -1.13971  -2.06569  0.278
H  2.02104  -2.18403  -0.44564  0.274
H  3.28964  0.20468  0.19264  0.238
H  -2.15571  0.97721  -0.26471  0.452
H  -2.78322  1.11914  1.36402  0.469
H  -3.00553  -0.36441  0.35441  0.456

(10)
C4H8ClNS2 | ωB97M-V with the def2-TZVPD basis set

Summary:
Highest occupied orbital energy: -0.322 Eh
ΔE to the lowest compared entry with this formula, charge and spin: 12.4 kcal per mole
Orbital gap: 9.340 eV
Electronic energy: -39959.626 eV
SMILES: C=NSC[C@@H](Cl)CS

Last column: natural (NBO) charge in e.
CARTESIAN COORDINATES (ANGSTROEM)
Cl  -2.20912  2.03581  0.07920  -0.055
S  -0.58774  -1.73316  1.50846  -0.044
S  1.02790  -0.40893  -1.35343  0.424
N  1.89452  0.48622  -0.27011  -0.581
C  -0.40247  0.70367  -1.25547  -0.556
C  -1.05321  0.70478  0.15481  -0.229
C  -1.73404  -0.60454  0.60215  -0.537
C  2.87604  -0.10895  0.35246  -0.077
H  3.45647  0.50316  1.00842  0.187
H  -1.14215  0.36045  -1.95864  0.224
H  -0.25687  1.04306  0.86385  0.242
H  2.99690  -1.15129  0.26555  0.157
H  0.11997  -2.13151  0.44567  0.126
H  -2.55758  -0.39384  1.34115  0.248
H  -2.25410  -1.05688  -0.21665  0.222
H  -0.17452  1.75197  -1.56740  0.248

(11)
C4H8ClNSi | ωB97M-V with the def2-TZVPD basis set

Summary:
Highest occupied orbital energy (spin up / spin down): -0.341 / -0.372 Eh
ΔE to the lowest compared entry with this formula, charge and spin: 68.8 kcal per mole
Orbital gap (spin up / spin down): 7.393 / 9.145 eV
Electronic energy: -26164.844 eV

Last column: natural (NBO) charge in e.
CARTESIAN COORDINATES (ANGSTROEM)
Cl  -0.48725  0.30897  2.32533  -0.381
Si  0.26290  0.38145  0.40231  1.284
N  2.22233  -2.15312  1.19241  -0.273
C  0.32916  -3.63441  0.31862  -0.357
C  1.34757  -2.84484  0.79712  0.185
C  0.23727  2.17805  -0.33778  -1.048
C  -0.76327  -0.58600  -0.67805  -0.796
H  -0.48856  -0.79790  -1.74420  0.207
H  0.31971  -3.85096  -0.75014  0.222
H  0.73827  1.94446  -1.20113  0.222
H  -0.60663  -3.22858  0.62819  0.216
H  -1.63134  -1.24865  -0.36732  0.207
H  0.94730  2.70013  0.22834  0.229
H  -0.65840  2.81939  -0.30548  0.246
H  1.66719  0.10354  0.34021  -0.161

(12)
C4H8CsO | ωB97M-V with the def2-TZVPD basis set

Summary:
Highest occupied orbital energy: -0.439 Eh
ΔE to the lowest compared entry with this formula, charge and spin: 23.8 kcal per mole
Charge: +1
Orbital gap: 7.942 eV
Electronic energy: -6866.632 eV

Last column: natural (NBO) charge in e.
CARTESIAN COORDINATES (ANGSTROEM)
Cs  3.02553  5.46786  0.33716  1.000
O  0.50348  0.74946  0.29996  -0.557
C  -0.07418  -1.27166  -0.62436  -0.433
C  -0.80208  0.47557  0.84509  -0.082
C  -1.37312  -0.43675  -0.22623  -0.424
C  1.10154  -0.40124  -0.26438  -0.070
H  -2.15240  -1.07269  0.19378  0.224
H  1.77455  -0.99900  0.35031  0.164
H  1.73044  -0.16886  -1.12378  0.175
H  -0.03176  -1.60174  -1.66231  0.218
H  0.07556  -2.17731  -0.03660  0.208
H  -1.69848  0.10525  -1.11420  0.212
H  -1.41907  1.30256  1.19653  0.199
H  -0.66000  0.02850  1.82898  0.166

(13)
C4H8CsO2 | ωB97M-V with the def2-TZVPD basis set

Summary:
Highest occupied orbital energy: -0.443 Eh
ΔE to the lowest compared entry with this formula, charge and spin: 41.3 kcal per mole
Charge: +1
Orbital gap: 8.139 eV
Electronic energy: -8912.474 eV

Last column: natural (NBO) charge in e.
CARTESIAN COORDINATES (ANGSTROEM)
Cs  6.38306  3.25932  2.89576  0.999
O  2.35722  0.83243  1.06059  -0.569
O  -1.90422  -1.64212  -0.12981  -0.749
C  -1.44951  -0.90269  -1.39014  -0.075
C  1.14187  0.75437  0.97263  0.462
C  -0.75524  0.13191  -0.54923  -0.453
C  0.43932  -0.34789  0.27094  -0.525
H  -0.72333  -1.51807  -1.94635  0.188
H  -2.36655  -0.62429  -1.93008  0.198
H  -1.84111  0.64224  -0.51795  0.247
H  0.10070  -1.02299  1.07777  0.267
H  0.51123  1.53620  1.44122  0.115
H  -2.65368  -1.16359  0.23303  0.464
H  -0.39498  0.98159  -1.15150  0.190
H  1.15522  -0.91643  -0.33687  0.242

(14)
C4H8F12K4O16S4 | ωB97M-V with the def2-TZVPD basis set

Summary:
Highest occupied orbital energy: -0.242 Eh
Orbital gap: 2.271 eV
Electronic energy: -178289.068 eV

Last column: natural (NBO) charge in e.
CARTESIAN COORDINATES (ANGSTROEM)
K  -2.22315  -3.82881  -2.50459  0.988
K  0.42884  -1.29504  -4.46972  0.979
K  -3.37131  2.39169  -4.19367  0.993
K  -5.65038  -1.06059  0.29579  0.989
S  -1.82407  -0.23725  -1.26538  2.306
S  3.88886  0.24666  -2.90551  2.370
S  0.47730  3.39831  4.93647  2.346
S  -0.15875  -4.72124  2.70075  2.323
F  -0.22552  1.48941  3.16408  -0.343
F  0.29036  1.12106  -0.83093  -0.319
F  0.23879  -0.71113  0.28933  -0.251
F  -0.99990  -2.54786  3.95324  -0.326
F  4.00263  2.80613  -3.62131  -0.308
F  -0.50356  3.45439  2.37996  -0.357
F  2.47189  2.33782  -2.19019  -0.334
F  -1.05589  1.00900  0.83804  -0.261
F  2.20466  1.81004  -4.30759  -0.360
F  0.95167  -3.24440  4.60473  -0.306
F  -1.89134  2.68371  3.87580  -0.341
F  0.73266  -2.24858  2.68337  -0.325
O  -0.51093  3.11986  -3.07134  -0.996
O  3.73327  0.18382  0.91783  -0.960
O  1.13241  2.18287  5.35715  -0.983
O  -1.17465  -1.26493  -2.10821  -1.106
O  -1.47382  -4.52652  2.09184  -1.087
O  2.72501  -0.63771  -2.88273  -1.080
O  -3.34082  -2.09667  2.09610  -0.960
O  4.51638  0.46383  -1.63519  -0.963
O  1.33465  4.35577  4.27791  -0.989
O  4.80726  0.04609  -3.99317  -0.966
O  -2.17507  0.90707  -2.09992  -1.057
O  -2.87079  -0.74325  -0.38041  -1.058
O  -0.50158  3.92602  5.86039  -0.994
O  0.91490  -4.85535  1.73653  -0.997
O  -0.14785  -5.71354  3.75153  -0.977
O  -2.15209  -0.19950  -5.09932  -0.960
C  -0.60010  2.73222  3.52652  0.665
C  -0.48055  0.30102  -0.09237  0.771
C  0.15955  -3.08433  3.55437  0.704
C  3.09839  1.88967  -3.29242  0.678
H  4.03155  0.37846  0.00508  0.489
H  -3.17881  -3.03381  1.90821  0.505
H  -2.10731  -0.58439  -5.98585  0.485
H  2.77700  0.28799  0.90646  0.450
H  0.40282  3.24905  -2.78456  0.509
H  -3.18845  -1.63484  1.26409  0.453
H  -2.72621  -0.79165  -4.59988  0.476
H  -0.78795  2.28948  -2.66127  0.481

(15)
C4H8F2N2 | ωB97M-V with the def2-TZVPD basis set

Summary:
Highest occupied orbital energy (spin up / spin down): -0.292 / -0.268 Eh
ΔE to the lowest compared entry with this formula, charge and spin: 63.5 kcal per mole
Orbital gap (spin up / spin down): 8.081 / 7.837 eV
Electronic energy: -12689.570 eV

Last column: natural (NBO) charge in e.
CARTESIAN COORDINATES (ANGSTROEM)
F  -0.48891  1.95024  1.77734  -0.347
F  -1.62383  0.10960  1.83378  -0.354
N  1.20998  -0.03833  -1.66267  -0.686
N  -0.00270  -1.83678  0.15237  -0.783
C  1.58499  -0.25285  -0.48731  0.033
C  -1.33896  1.06657  -0.35648  -0.750
C  -0.82904  0.85703  1.07106  0.717
C  0.90329  -0.87427  0.52759  -0.059
H  -1.06391  2.12241  -0.45367  0.236
H  -2.43838  1.00583  -0.42933  0.225
H  2.66215  0.01545  -0.21018  0.150
H  -0.66742  -2.22457  0.78965  0.392
H  1.28058  -0.86686  1.52788  0.218
H  -0.41142  -1.62858  -0.78840  0.396
H  1.99203  0.12782  -2.27347  0.352
H  -0.76844  0.46728  -1.01818  0.259